Entry 1:
# C44H108F12N10O20PdS4

A structure of composition C44H108F12N10O20PdS4 in a non-equilibrium geometry (ωB97M-V/def2-TZVPD, the Open Molecules 2025 dataset).

ORCA input file:
```
! wB97M-V def2-TZVPD RIJCOSX def2/J DEFGRID3
* xyz 0 3
Pd -3.832 -0.477 -0.441
C -0.681 -2.595 -2.052
F -1.475 -2.403 -3.066
F -0.232 -3.855 -2.130
F 0.289 -1.654 -2.095
S -1.622 -2.418 -0.343
O -3.018 -2.825 -0.590
O -0.935 -3.181 0.687
N -1.767 -0.635 -0.158
S -0.509 -0.262 0.765
O -0.935 -0.020 2.137
O 0.698 -1.103 0.617
C 0.086 1.427 0.093
F 1.311 1.682 0.606
F 0.301 1.406 -1.209
F -0.694 2.440 0.332
C -6.032 -4.153 -1.201
F -7.000 -5.017 -1.461
F -5.342 -4.430 -0.077
F -5.185 -4.237 -2.199
S -6.724 -2.351 -0.924
O -8.039 -2.156 -1.491
O -6.724 -2.287 0.548
N -5.390 -1.322 -1.509
S -5.615 -1.318 -3.095
O -4.277 -1.056 -3.676
O -6.363 -2.385 -3.804
C -6.577 0.374 -3.374
F -6.855 0.481 -4.662
F -7.698 0.368 -2.664
F -5.820 1.447 -3.036
C 0.007 -0.308 -5.654
C 0.955 0.881 -5.562
O 2.234 0.542 -5.113
H -0.041 -0.790 -4.678
H 0.379 -1.082 -6.325
H -1.010 0.015 -5.874
H 0.477 1.620 -4.919
H 1.129 1.387 -6.512
H 2.516 -0.252 -5.573
C 0.175 -1.942 4.668
C -0.895 -1.632 5.719
O -0.272 -0.875 6.753
H 0.801 -2.765 5.015
H 0.750 -1.084 4.322
H -0.349 -2.382 3.820
H -1.412 -2.507 6.115
H -1.685 -1.031 5.270
H -0.186 -0.009 6.346
C 3.974 -0.798 0.875
O 4.983 0.162 1.236
C 4.631 1.546 0.794
C 5.865 2.363 1.314
N 5.684 3.816 1.182
C 5.797 4.213 -0.201
C 5.166 5.526 -0.551
O 6.065 6.547 -0.029
C 5.578 7.896 -0.317
H 4.204 -1.851 1.041
H 3.640 -0.653 -0.153
H 3.113 -0.514 1.480
H 3.666 1.890 1.166
H 4.600 1.724 -0.281
H 6.748 1.987 0.796
H 5.890 1.965 2.328
H 6.311 4.328 1.786
H 5.296 3.510 -0.866
H 6.811 4.208 -0.600
H 4.135 5.643 -0.218
H 5.129 5.569 -1.639
H 4.630 8.187 0.136
H 5.412 7.931 -1.393
H 6.385 8.580 -0.053
C -3.986 -2.608 2.414
O -4.045 -1.391 1.759
C -4.268 -0.287 2.644
C -4.268 1.058 1.907
N -5.132 0.924 0.742
C -5.259 2.202 0.003
C -3.982 2.507 -0.854
O -3.728 1.362 -1.597
C -2.835 1.508 -2.719
H -3.093 -2.684 3.035
H -3.944 -3.411 1.678
H -4.895 -2.826 2.975
H -3.443 -0.265 3.356
H -5.211 -0.387 3.181
H -3.269 1.446 1.704
H -4.739 1.753 2.602
H -6.007 0.605 1.132
H -5.449 3.065 0.641
H -6.168 2.160 -0.597
H -3.154 2.756 -0.190
H -4.187 3.356 -1.507
H -2.812 0.617 -3.346
H -1.811 1.681 -2.385
H -3.161 2.316 -3.374
C 1.873 4.605 1.042
C 2.434 5.672 1.978
C 1.323 6.212 2.949
O 0.347 7.005 2.322
C -0.384 7.933 3.200
N 3.419 4.964 2.811
H 1.134 4.990 0.339
H 1.398 3.753 1.528
H 2.637 4.158 0.406
H 2.795 6.577 1.490
H 1.894 6.799 3.667
H 0.839 5.373 3.449
H -1.072 8.552 2.625
H 0.274 8.594 3.764
H -0.942 7.412 3.978
H 3.032 4.031 2.815
H 4.184 4.872 2.158
C 2.702 -6.633 -4.349
C 1.367 -6.954 -4.967
C 0.278 -6.018 -4.317
O -0.949 -6.464 -4.754
C -2.131 -5.821 -4.144
N 1.424 -6.884 -6.418
H 3.106 -5.728 -4.802
H 3.449 -7.371 -4.644
H 2.774 -6.580 -3.263
H 1.070 -7.972 -4.715
H 0.407 -4.969 -4.581
H 0.360 -6.090 -3.232
H -2.091 -5.926 -3.060
H -3.061 -6.262 -4.502
H -2.196 -4.764 -4.401
H 0.565 -6.526 -6.811
H 1.502 -7.825 -6.777
C -2.956 -7.041 6.107
C -3.039 -5.842 5.196
C -3.505 -6.122 3.788
O -2.650 -6.904 2.966
C -1.711 -6.161 2.334
N -3.920 -4.843 5.781
H -2.721 -6.802 7.144
H -2.456 -7.882 5.627
H -3.980 -7.393 6.232
H -2.037 -5.427 5.086
H -3.868 -5.228 3.281
H -4.485 -6.596 3.833
H -1.081 -6.896 1.833
H -1.006 -5.566 2.914
H -2.092 -5.497 1.558
H -3.743 -4.670 6.760
H -3.724 -3.930 5.396
C -2.460 1.966 5.620
C -1.165 2.101 4.854
C -1.062 3.410 4.059
O -2.076 3.316 3.055
C -2.265 4.626 2.448
N -0.133 1.971 5.858
H -3.330 1.975 4.964
H -2.637 2.762 6.343
H -2.425 1.048 6.206
H -1.119 1.316 4.099
H -0.066 3.451 3.618
H -1.196 4.271 4.714
H -2.728 5.332 3.137
H -3.016 4.412 1.687
H -1.431 5.109 1.940
H 0.764 2.092 5.411
H -0.080 2.770 6.473
C 6.615 -5.252 -2.660
C 6.644 -3.792 -2.143
C 5.333 -3.235 -1.572
O 4.181 -3.414 -2.418
C 2.993 -2.994 -1.881
N 7.835 -3.562 -1.279
H 7.614 -5.669 -2.786
H 6.194 -5.445 -3.646
H 6.098 -5.948 -2.000
H 6.917 -3.100 -2.939
H 5.425 -2.177 -1.328
H 5.181 -3.776 -0.638
H 2.178 -3.237 -2.563
H 2.834 -1.937 -1.664
H 2.721 -3.444 -0.927
H 7.727 -2.752 -0.686
H 8.678 -3.417 -1.817
C 2.887 3.626 -2.860
C 1.972 4.290 -3.888
C 1.316 5.672 -3.459
O 0.552 5.504 -2.230
C -0.672 4.834 -2.418
N 2.713 4.412 -5.102
H 3.501 2.755 -3.089
H 2.348 3.294 -1.972
H 3.623 4.325 -2.464
H 1.201 3.532 -4.023
H 0.782 6.236 -4.223
H 2.221 6.215 -3.186
H -1.158 4.769 -1.444
H -0.427 3.829 -2.761
H -1.305 5.312 -3.165
H 2.112 4.703 -5.860
H 3.029 3.499 -5.397
*
```

Computed properties:
Expectation value of S²: 2.00
HOMO level (alpha / beta) in eV: -8.958 / -8.958
HOMO-LUMO gap (alpha / beta) in eV: 8.8 / 6.4
Energy relative to the best compared isomer or geometry (same formula, charge and spin) in kJ/mol: 0.0
E in Ha: -6712.154964
LUMO (alpha / beta) in eV: -0.1 / -2.6

***

Entry 2:
# C44H108F12N7O15

A cluster of 11 separate species, C44H108F12N7O15 in total in a non-equilibrium geometry (ωB97M-V/def2-TZVPD, the Open Molecules 2025 dataset).

ORCA input file:
```
! wB97M-V def2-TZVPD RIJCOSX def2/J DEFGRID3
* xyz 3 1
C -1.100 -2.069 -3.817
C -2.500 -2.017 -3.177
C -3.514 -2.766 -4.115
O -4.694 -3.024 -3.320
C -5.809 -3.518 -4.150
N -2.442 -2.838 -1.880
H -1.540 -2.553 -1.426
H -3.323 -2.744 -1.327
H -2.366 -3.850 -2.071
H -1.243 -1.654 -4.785
H -0.740 -3.089 -3.976
H -0.360 -1.609 -3.184
H -2.831 -1.058 -2.771
H -3.057 -3.721 -4.343
H -3.735 -2.213 -5.060
H -6.206 -2.757 -4.813
H -6.486 -3.684 -3.316
H -5.652 -4.468 -4.620
C -4.590 -0.167 -1.191
C -5.766 0.740 -1.116
C -6.852 0.038 -0.247
O -7.934 0.935 -0.272
C -8.743 0.787 0.920
N -5.364 2.004 -0.436
H -6.145 2.652 -0.396
H -4.365 2.400 1.045
H -4.564 2.387 -0.898
H -4.902 -1.061 -1.756
H -4.181 -0.478 -0.222
H -3.670 0.295 -1.631
H -6.121 1.061 -2.090
H -6.466 -0.022 0.764
H -7.082 -1.001 -0.472
H -8.146 1.058 1.801
H -9.052 -0.229 1.132
H -9.579 1.394 0.678
C 1.315 6.038 1.544
C 1.599 5.248 0.210
C 2.027 6.103 -0.954
O 2.201 5.362 -2.130
C 1.380 5.743 -3.229
N 2.663 4.172 0.453
H 2.830 3.828 -0.504
H 3.494 4.640 0.777
H 2.019 3.137 1.300
H 0.536 6.763 1.325
H 2.164 6.576 1.965
H 1.050 5.225 2.228
H 0.695 4.694 -0.038
H 2.987 6.563 -0.655
H 1.385 6.967 -1.132
H 1.651 6.656 -3.759
H 0.429 5.897 -2.687
H 1.125 4.928 -3.895
C -1.251 1.008 6.008
C -2.661 0.617 6.322
C -3.154 -0.615 5.659
O -2.453 -1.733 6.196
C -2.483 -2.903 5.366
N -2.776 0.477 7.858
H -3.707 0.323 8.218
H -2.263 -0.384 8.137
H -2.299 1.225 8.364
H -0.497 0.258 6.170
H -0.947 1.852 6.608
H -1.227 1.268 4.954
H -3.291 1.473 6.101
H -2.996 -0.422 4.579
H -4.255 -0.737 5.815
H -2.436 -3.746 6.006
H -1.615 -2.988 4.716
H -3.472 -3.037 4.911
C 2.985 -3.526 -4.430
C 3.734 -4.778 -4.061
C 3.782 -5.264 -2.600
O 4.400 -6.503 -2.593
C 4.822 -6.970 -1.267
N 3.241 -5.938 -4.871
H 3.242 -5.876 -5.876
H 3.892 -6.708 -4.587
H 2.292 -6.210 -4.629
H 1.985 -3.498 -4.015
H 2.931 -3.492 -5.523
H 3.547 -2.717 -3.976
H 4.814 -4.688 -4.323
H 2.778 -5.349 -2.156
H 4.346 -4.501 -2.091
H 4.847 -8.041 -1.468
H 4.034 -6.703 -0.591
H 5.766 -6.562 -0.915
C -0.860 0.260 2.074
C 0.047 -0.080 0.887
C -0.592 -1.299 0.205
O 0.048 -1.728 -0.975
C 1.498 -1.686 -1.171
N 0.116 1.088 -0.063
H 0.502 0.737 -0.938
H -1.438 1.785 -0.024
H 0.829 1.646 0.377
H -0.782 -0.633 2.690
H -1.883 0.501 1.894
H -0.532 0.995 2.816
H 1.061 -0.338 1.146
H -1.582 -1.058 -0.136
H -0.601 -2.123 0.955
H 2.000 -1.040 -0.428
H 1.599 -1.292 -2.199
H 1.883 -2.679 -0.992
C 1.714 0.383 -5.125
C 1.185 1.835 -4.941
C 0.173 1.917 -3.877
O -0.231 3.235 -3.829
C -0.944 3.475 -2.574
N 2.329 2.708 -4.609
H 2.341 3.729 -4.820
H 2.613 2.282 -2.726
H 3.209 2.307 -4.938
H 2.551 0.230 -4.460
H 2.109 0.194 -6.117
H 0.943 -0.357 -4.983
H 0.770 2.266 -5.855
H 0.464 1.573 -2.888
H -0.661 1.349 -4.236
H -1.984 3.129 -2.567
H -0.982 4.540 -2.671
H -0.443 3.150 -1.669
C -2.517 2.866 1.227
O -3.677 2.330 1.868
O -2.356 1.987 0.120
C -2.663 4.322 0.591
F -1.595 4.735 -0.098
F -3.653 4.337 -0.272
F -2.857 5.334 1.601
C -4.089 3.025 3.062
C -5.297 2.242 3.692
H -4.922 1.308 4.136
H -5.913 2.753 4.443
H -5.968 1.884 2.897
H -4.534 4.007 3.019
H -3.282 3.031 3.757
H -1.549 2.880 1.878
C 2.606 -4.847 1.442
O 2.631 -5.476 2.744
O 1.753 -3.832 1.298
C 4.040 -4.234 1.057
F 4.482 -3.305 1.868
F 5.053 -5.123 1.021
F 4.052 -3.617 -0.165
C 1.945 -4.834 3.820
C 2.231 -5.708 5.007
H 1.975 -6.737 4.709
H 3.264 -5.618 5.310
H 1.527 -5.617 5.821
H 0.893 -4.643 3.562
H 2.413 -3.841 3.934
H 2.498 -5.700 0.704
C 2.043 2.596 3.290
O 1.987 1.267 3.706
O 1.391 2.786 2.018
C 1.269 3.452 4.258
F -0.024 3.415 4.044
F 1.484 3.051 5.526
F 1.696 4.736 4.162
C 3.250 0.588 3.671
C 2.951 -0.845 4.020
H 2.556 -1.411 3.186
H 3.920 -1.360 4.117
H 2.379 -0.897 4.932
H 3.914 0.964 4.442
H 3.630 0.765 2.682
H 3.074 2.949 3.156
C 4.208 1.620 -1.869
O 4.686 1.012 -3.092
O 2.828 1.707 -1.889
C 4.493 0.799 -0.546
F 5.690 1.221 0.046
F 3.474 0.769 0.335
F 4.648 -0.486 -0.851
C 5.990 1.280 -3.543
C 5.957 0.847 -5.045
H 5.917 -0.229 -5.072
H 5.053 1.214 -5.489
H 6.778 1.309 -5.599
H 6.738 0.718 -2.974
H 6.295 2.329 -3.398
H 4.674 2.607 -1.805
*
```

Computed properties:
HOMO level in eV: -11.612
HOMO-LUMO gap in eV: 5.7
Energy relative to the best compared isomer or geometry (same formula, charge and spin) in kJ/mol: 143.7
E in Ha: -4450.408207
LUMO in eV: -6.0

***

Question: Number 2 is which compound?
Answer: C44H108F12N7O15

***

Question: Which of these has the highest energy relative to the best compared isomer or geometry (same formula, charge and spin)?
Answer: C44H108F12N7O15